Record 1
A molecular structure, C37H43BrCl5GeN3O9W at a distorted geometry, computed with wB97M-V/def2-TZVPD.

The geometry in XYZ format:
```
100
Properties=species:S:1:pos:R:3:forces:R:3
W -0.2865 0.0993 0.2079 0.181 0.462 0.750
C 0.0932 -2.3002 -3.7903 -0.083 0.165 0.426
C -0.7542 -1.0927 -3.3893 -0.019 0.152 -0.341
C -2.2076 -1.3329 -3.7937 0.237 -0.048 0.352
C -0.2174 0.1400 -4.1151 0.060 -0.090 0.372
O -0.6806 -0.9065 -1.9338 -0.218 -0.237 1.101
Ge -1.2547 -2.3170 -0.7943 -0.554 -1.828 -0.625
O 0.4517 -2.1500 0.0926 -1.051 0.274 -0.513
C 1.4156 -3.2514 0.1839 0.321 0.004 0.169
C 0.7468 -4.5737 -0.1907 -0.195 0.470 -0.092
C 1.9778 -3.3527 1.6034 -0.196 0.166 -0.228
C 2.5681 -2.9779 -0.7801 -0.367 0.056 0.044
O -2.1378 -1.0467 0.5424 1.498 -0.071 -0.670
C -3.6047 -1.0405 0.6827 -0.642 0.352 -0.070
C -4.1347 0.3498 1.0652 0.261 -0.008 -0.129
C -4.0119 -2.0255 1.7822 0.416 0.161 -0.251
C -4.2393 -1.4531 -0.6464 0.410 -0.036 0.138
H -0.0090 -2.4877 -4.8558 -0.072 -0.045 -0.108
H -0.2492 -3.1867 -3.2470 0.137 -0.045 -0.100
H 1.1382 -2.0945 -3.5745 0.040 -0.110 0.049
H -2.2708 -1.3820 -4.8769 -0.064 -0.065 -0.132
H -2.8448 -0.5229 -3.4444 -0.051 0.071 0.026
H -2.5604 -2.2785 -3.3734 -0.124 0.056 -0.079
H 0.7661 0.4012 -3.7352 -0.026 0.004 -0.048
H -0.1168 -0.0968 -5.1711 -0.069 -0.023 -0.139
H -0.8926 0.9858 -4.0171 -0.122 0.062 -0.025
H -0.1343 -4.7445 0.4273 -0.019 -0.106 0.047
H 1.4450 -5.3937 -0.0449 0.077 -0.046 0.027
H 0.4356 -4.5588 -1.2367 0.003 -0.137 -0.033
H 1.2395 -3.7450 2.2965 -0.019 -0.008 0.115
H 2.3245 -2.3841 1.9552 -0.031 0.109 0.012
H 2.8251 -4.0325 1.5867 0.124 -0.160 -0.002
H 2.1883 -2.6894 -1.7577 0.028 -0.016 -0.009
H 3.1793 -3.8697 -0.8905 0.108 -0.125 0.050
H 3.1903 -2.1789 -0.3854 0.020 -0.019 0.036
H -4.0334 0.5330 2.1282 -0.019 0.037 0.015
H -5.1936 0.3905 0.8280 -0.173 -0.055 -0.026
H -3.6337 1.1378 0.5082 -0.153 -0.083 0.125
H -3.8330 -3.0536 1.4740 0.031 -0.146 0.011
H -3.4618 -1.8143 2.6958 -0.028 -0.029 0.050
H -5.0717 -1.9066 1.9871 -0.167 0.007 -0.036
H -3.9098 -0.7652 -1.4240 -0.025 -0.053 -0.132
H -5.3217 -1.4033 -0.5735 -0.110 -0.007 0.047
H -3.9614 -2.4798 -0.9026 -0.083 0.132 -0.113
C -1.8814 -4.7192 3.9361 -0.068 0.039 -0.083
C -1.1011 -3.4505 3.7826 0.093 0.111 0.091
C -0.4078 -2.8981 4.8613 0.130 0.261 -0.323
C 0.3089 -1.7276 4.6759 -0.107 0.016 0.107
C 0.1816 -1.1157 3.4506 -0.192 -0.729 -0.916
Br 1.8645 0.4590 2.2763 -0.135 -0.030 0.222
N -0.4518 -1.5871 2.4016 0.745 0.148 1.440
C -1.0565 -2.7824 2.5713 0.049 0.437 -0.250
H -1.6636 -5.1873 4.8911 -0.021 -0.086 0.069
H -1.6513 -5.4299 3.1469 0.010 -0.108 -0.102
H -2.9489 -4.5071 3.8938 -0.112 -0.077 0.019
H -0.4228 -3.3856 5.8243 0.037 -0.117 0.119
H 0.8962 -1.2784 5.4573 0.076 0.073 0.190
H -1.5299 -3.2292 1.7012 -0.015 0.109 0.077
O 2.2996 -0.3678 -2.4210 0.989 0.465 0.512
C 2.4757 0.0798 -1.3093 -1.733 -0.903 -0.878
O 1.4972 0.1563 -0.4275 2.171 0.377 -0.328
C 3.8425 0.3859 -0.7691 0.483 -1.336 -0.623
C 4.0682 1.4072 0.1559 0.564 0.828 0.990
C 5.2710 1.5440 0.8322 0.110 0.120 0.143
C 6.2513 0.6160 0.5577 0.463 0.317 0.551
O 7.4785 0.4661 1.0977 -1.273 0.480 -0.326
C 8.0684 -0.6370 0.4513 1.524 -0.618 0.355
O 7.1744 -1.1333 -0.5192 -1.314 0.629 -0.178
C 6.0584 -0.3706 -0.4338 0.695 -0.699 -0.246
C 4.8740 -0.4881 -1.1232 -0.545 0.221 -0.336
H 3.3038 2.1381 0.3353 -0.216 -0.022 0.037
H 5.4202 2.3248 1.5579 0.020 0.097 0.086
H 8.2905 -1.4208 1.1911 -0.235 0.184 -0.178
H 9.0068 -0.3256 -0.0269 -0.309 0.024 -0.018
H 4.7385 -1.2280 -1.8929 -0.115 -0.174 -0.041
C 0.7560 4.4949 -3.8711 0.549 0.257 -0.237
N -0.0090 3.5259 -3.1171 -1.047 -0.111 0.166
C -1.3690 3.5515 -3.1371 0.396 -0.732 0.752
C -2.1021 2.7263 -2.3265 -0.266 0.281 -0.470
C -1.3840 1.8638 -1.4913 2.042 -0.143 0.464
O -1.8775 1.0206 -0.6240 -0.049 1.124 -0.775
N -0.0287 1.8259 -1.4717 -3.080 0.027 -0.132
C 0.7031 2.6355 -2.2979 0.268 -0.500 0.510
O 1.9162 2.6179 -2.3148 0.385 0.209 -0.205
H 0.0785 5.1802 -4.3752 -0.016 -0.068 0.038
H 1.3934 4.0008 -4.6034 -0.050 -0.029 0.025
H 1.4015 5.0531 -3.1923 -0.052 -0.014 -0.040
H -1.8358 4.2427 -3.8211 0.037 0.114 -0.012
H -3.1764 2.7276 -2.3314 -0.155 0.055 -0.030
Cl 1.2145 3.1943 0.5629 0.167 0.798 0.052
C -0.3064 3.0936 1.3590 -0.300 -2.198 -0.131
C -0.8182 1.7632 1.6641 -0.070 1.956 0.537
C -1.7514 1.8496 2.7533 0.856 -1.250 -1.299
Cl -2.1305 0.4344 3.6648 -0.358 0.093 0.122
C -2.3599 3.0122 3.1787 0.185 1.682 -0.387
Cl -3.5184 2.9900 4.4414 -0.126 0.044 0.035
C -2.0117 4.2594 2.5969 0.467 -1.239 0.186
Cl -2.7610 5.6985 3.1090 -0.128 0.164 -0.050
C -0.9141 4.2791 1.7193 -0.741 0.193 0.694
Cl -0.3132 5.7866 1.1605 0.044 0.110 -0.048
```
Positions in Å, forces in eV/Å.

Summary:
* molar mass: 1187.38 g mol⁻¹
* 2S+1: 4
* HOMO energy (spin up / spin down): -9.0 / -10.3 eV
* frontier orbital gap (spin up / spin down): 5.2788 / 3.8153 eV
* total charge: +1
* maximum force: 3.083 eV Å⁻¹
* electronic energy: -9295.78648 a.u.
* E_LUMO (spin up / spin down): -3.7 / -6.5 eV

---

Record 2
A molecular structure, C37H43IrN3O4PS5, computed with wB97M-V/def2-TZVPD.

The geometry in XYZ format:
```
94
Properties=species:S:1:pos:R:3:forces:R:3
Ir 0.2269 0.3568 0.4246 0.438 0.201 -0.620
C -0.1784 0.8699 4.0033 0.004 -0.036 -0.011
C 0.5126 -0.2186 3.2558 0.088 0.030 -0.053
N -0.1242 -0.8334 2.2925 -0.149 -0.221 0.302
N 0.2438 -2.1703 2.0967 -0.059 0.007 -0.076
C -0.0223 -2.6595 0.9469 -0.003 0.140 0.108
S -0.4595 -1.7316 -0.4760 -0.073 -0.078 -0.049
S 0.2288 -4.4009 0.7854 0.103 -0.046 0.049
C -1.1593 -4.8651 -0.2917 -0.053 -0.053 -0.078
C -2.4992 -4.8614 0.3917 -0.019 -0.012 0.007
C -3.0336 -6.0468 0.8867 0.023 0.016 0.024
C -4.2639 -6.0583 1.5274 0.009 -0.009 0.008
C -4.9770 -4.8789 1.6826 -0.014 -0.007 0.015
C -4.4527 -3.6916 1.1912 -0.028 0.007 0.009
C -3.2249 -3.6826 0.5483 0.006 0.021 -0.035
C 1.9254 -0.5191 3.4961 0.006 0.097 -0.096
C 2.4561 -0.9085 4.7191 -0.003 -0.032 0.055
C 3.8126 -1.1368 4.8629 0.014 -0.003 0.043
C 4.6510 -0.9303 3.7714 0.014 -0.022 -0.003
C 4.1480 -0.4963 2.5597 -0.059 0.023 -0.004
C 2.7707 -0.2723 2.3850 0.033 -0.011 0.102
O 2.3307 0.2269 1.2409 -0.047 -0.008 -0.015
H -1.2257 0.6130 4.1525 -0.019 0.018 -0.013
H -0.1361 1.8066 3.4421 0.000 -0.017 0.000
H 0.3191 1.0254 4.9609 -0.006 -0.026 0.007
H -0.9039 -5.8765 -0.6110 0.004 0.010 -0.008
H -1.1521 -4.2299 -1.1774 0.008 0.036 0.027
H -2.4777 -6.9708 0.7726 -0.001 0.004 -0.003
H -4.6640 -6.9902 1.9066 -0.004 0.006 -0.005
H -5.9373 -4.8849 2.1822 0.005 -0.002 -0.002
H -5.0032 -2.7656 1.3055 0.002 0.002 -0.001
H -2.8251 -2.7508 0.1651 -0.016 -0.037 0.006
H 1.7849 -1.0654 5.5556 0.011 0.001 -0.001
H 4.2168 -1.4708 5.8088 -0.017 -0.001 -0.007
H 5.7150 -1.1088 3.8713 -0.006 0.012 -0.002
H 4.8071 -0.3211 1.7166 -0.009 -0.010 0.002
O -0.7860 1.6266 -0.7595 0.003 0.145 0.191
C -2.1735 1.8178 -0.9832 -0.074 -0.067 0.013
C -2.3296 3.1689 -1.6719 0.038 -0.035 0.030
C -1.3315 3.9948 -2.0808 0.034 -0.115 0.019
C -1.8060 5.1384 -2.7778 -0.019 0.062 -0.054
C -3.1602 5.1483 -2.8899 -0.005 0.041 -0.007
S -3.8669 3.7794 -2.1452 -0.025 -0.015 0.024
C -2.9016 1.8341 0.3560 0.072 -0.034 -0.033
C -3.2175 2.9426 1.0855 0.034 -0.054 -0.050
C -3.7172 2.6409 2.3802 -0.016 0.013 0.001
C -3.7514 1.3052 2.6253 0.030 -0.036 0.039
S -3.1700 0.4058 1.2944 -0.054 0.071 0.046
C -2.6640 0.7503 -1.9582 -0.046 -0.113 0.036
C -3.3552 -0.4097 -1.7576 -0.035 0.081 -0.033
C -3.5221 -1.1792 -2.9411 0.015 -0.041 -0.006
C -2.9542 -0.5888 -4.0254 0.007 -0.030 -0.041
S -2.2299 0.9045 -3.6238 -0.131 0.061 0.002
H -0.2950 3.7757 -1.8793 0.002 0.025 0.010
H -1.1700 5.9182 -3.1719 -0.003 -0.008 0.007
H -3.7831 5.8943 -3.3574 0.005 -0.014 0.011
H -3.0496 3.9456 0.7288 0.012 0.039 -0.036
H -4.0340 3.3887 3.0928 0.007 -0.004 -0.010
H -4.1021 0.7974 3.5105 0.020 -0.001 -0.016
H -3.7593 -0.7132 -0.8057 -0.010 -0.006 -0.051
H -4.0478 -2.1230 -2.9733 0.005 0.004 -0.004
H -2.9430 -0.9448 -5.0436 0.002 0.011 0.011
C 4.7915 1.0928 -1.3326 0.085 -0.007 0.104
C 3.4570 1.2915 -2.0458 -0.111 -0.006 -0.025
P 2.0484 0.1789 -1.5503 -0.009 -0.047 0.028
C 2.9000 -1.4308 -1.3299 -0.012 0.003 0.014
C 3.6469 -2.0258 -2.5200 0.012 0.022 -0.048
C 1.0295 0.2228 -3.0677 -0.080 -0.040 0.057
C 1.5583 -0.2570 -4.4150 0.047 -0.007 0.007
H 5.5388 1.7780 -1.7355 -0.007 0.017 0.014
H 5.1664 0.0801 -1.4790 0.002 0.037 -0.012
H 4.7493 1.2462 -0.2516 -0.098 -0.019 0.001
H 3.6202 1.1451 -3.1165 -0.044 -0.002 -0.001
H 3.0997 2.3234 -1.9539 0.028 0.012 -0.010
H 2.1635 -2.1365 -0.9450 -0.014 0.027 -0.049
H 3.5813 -1.2452 -0.4972 -0.005 0.012 0.039
H 2.9588 -2.4422 -3.2527 0.022 -0.001 0.002
H 4.2962 -2.8358 -2.1841 -0.003 0.004 0.010
H 4.2744 -1.2918 -3.0315 -0.025 -0.030 -0.010
H 0.7314 1.2763 -3.1238 0.002 -0.025 0.003
H 0.1015 -0.3003 -2.8257 0.096 0.010 0.015
H 2.5522 0.1274 -4.6501 -0.002 0.004 0.007
H 0.8857 0.0807 -5.2052 -0.009 -0.001 0.003
H 1.6006 -1.3432 -4.4648 -0.003 0.008 0.000
N 2.7669 2.9844 0.9399 0.243 0.079 -0.133
C 1.8717 4.0703 0.4584 -0.069 -0.063 0.045
C 0.4671 3.7411 1.0568 -0.050 0.170 -0.168
O -0.4130 4.5626 0.8893 0.079 -0.054 0.062
O 0.4599 2.6200 1.6662 -0.012 0.054 0.104
H 3.0583 2.3331 0.2153 0.055 -0.052 -0.008
H 2.0928 2.4239 1.5424 -0.120 -0.068 0.106
H 3.5791 3.3033 1.4560 0.025 -0.022 0.032
H 1.8335 4.0689 -0.6285 -0.054 -0.002 0.003
H 2.2235 5.0380 0.8026 -0.019 0.008 0.025
```
Positions in Å, forces in eV/Å.

Summary:
* molar mass: 977.29 g mol⁻¹
* 2S+1: 5
* HOMO energy (spin up / spin down): -7.1 / -7.8 eV
* frontier orbital gap (spin up / spin down): 6.9910 / 6.5228 eV
* maximum force: 0.786 eV Å⁻¹
* electronic energy: -4337.42683 a.u.
* relative energy (zero: lowest compared OMol25 entry of this formula, charge and spin): 1.5699 eV
* E_LUMO (spin up / spin down): -0.1 / -1.3 eV